[1]
# C44H54AsN2SSbV

A molecular structure, C44H54AsN2SSbV (wB97M-V/def2-TZVPD, the Open Molecules 2025 dataset).

Element x y z (Å)
V 0.2786 -1.2376 -0.0540
C 1.3198 -4.1103 -1.2655
C 2.3177 -3.1190 -1.8132
C 2.8811 -3.3124 -3.0633
C 3.8531 -2.4412 -3.5337
C 4.2638 -1.3546 -2.7701
C 3.7370 -1.1178 -1.5109
C 4.1770 0.0828 -0.7180
C 2.7777 -2.0333 -1.0417
N 2.1453 -1.8808 0.2173
C 2.6292 -1.8711 1.4058
C 4.0480 -2.0882 1.7578
C 1.5432 -1.7157 2.4412
C 1.8871 -1.7467 3.8754
N 0.3559 -1.5718 1.9392
C -0.8256 -1.7805 2.7416
C -1.6838 -0.7051 3.0127
C -1.3739 0.6964 2.5602
C -2.8196 -0.9577 3.7657
C -3.0975 -2.2353 4.2348
C -2.2320 -3.2794 3.9590
C -1.0763 -3.0802 3.2104
C -0.1702 -4.2595 2.9540
H 0.6783 -4.4930 -2.0576
H 0.6719 -3.6975 -0.4723
H 1.8215 -4.9666 -0.8081
H 2.5756 -4.1589 -3.6656
H 4.2965 -2.6090 -4.5064
H 5.0124 -0.6779 -3.1631
H 4.2531 0.9524 -1.3705
H 5.1688 -0.0752 -0.2882
H 3.4903 0.3355 0.0914
H 4.6335 -2.3609 0.8833
H 4.1346 -2.8737 2.5126
H 4.4700 -1.1803 2.2005
H 2.7201 -1.0644 4.0633
H 2.2400 -2.7445 4.1594
H 1.0363 -1.4912 4.5024
H -0.3438 0.9829 2.7863
H -2.0312 1.4066 3.0595
H -1.5274 0.8153 1.4841
H -3.4834 -0.1388 4.0132
H -3.9830 -2.4115 4.8311
H -2.4464 -4.2714 4.3374
H -0.7609 -5.1528 2.7550
H 0.4312 -4.4843 3.8379
H 0.5091 -4.1205 2.1106
S 0.1867 0.7118 -0.7330
Sb -0.0203 3.3722 -0.6027
C -1.4068 3.7424 0.8684
C -0.9406 4.3277 2.0485
C -1.8659 4.7151 3.0058
C -3.2231 4.5059 2.7825
C -3.6721 3.9060 1.6066
C -2.7669 3.5169 0.6356
C 1.9493 3.7936 -0.1468
C 2.5601 3.2363 0.9786
C 3.8341 3.6602 1.3113
C 4.4768 4.6243 0.5352
C 3.8557 5.1712 -0.5795
C 2.5791 4.7567 -0.9362
C -0.5749 3.7828 -2.5343
C -1.7748 4.4654 -2.7585
C -2.0824 4.8462 -4.0544
C -1.2123 4.5424 -5.0961
C -0.0188 3.8609 -4.8584
C 0.3122 3.4767 -3.5721
H 0.1153 4.5100 2.2104
H -1.5294 5.1937 3.9156
H -3.9415 4.8233 3.5270
H -4.7322 3.7626 1.4443
H -3.1169 3.0602 -0.2821
H 2.0444 2.5053 1.5921
H 4.3281 3.2600 2.1869
H 5.4688 4.9572 0.8109
H 4.3580 5.9251 -1.1708
H 2.0942 5.1878 -1.8043
H -2.4405 4.7317 -1.9472
H -2.9959 5.3914 -4.2498
H -1.4601 4.8484 -6.1040
H 0.6548 3.6435 -5.6762
H 1.2467 2.9610 -3.3823
C -3.5128 0.1754 -1.3900
C -3.4836 -1.0701 -0.5173
As -1.9809 -2.2624 -0.8409
C -2.4429 -3.9220 0.0677
C -3.6552 -4.5938 -0.5788
C -1.8688 -2.6187 -2.7529
C -0.8994 -1.6940 -3.4825
H -4.3617 0.7967 -1.1037
H -3.6368 -0.0742 -2.4437
H -2.6027 0.7705 -1.2825
H -4.3614 -1.6907 -0.7119
H -3.4772 -0.8479 0.5517
H -2.6294 -3.6520 1.1080
H -1.5639 -4.5675 0.0366
H -4.5625 -4.0040 -0.4576
H -3.8261 -5.5543 -0.0929
H -3.5042 -4.7915 -1.6397
H -2.8844 -2.5182 -3.1398
H -1.5922 -3.6684 -2.8545
H -1.2182 -0.6523 -3.4316
H -0.8451 -1.9728 -4.5347
H 0.1175 -1.7649 -3.0813

ΔE to the lowest compared entry with this formula, charge and spin	0.0	kcal per mole
2S+1	2
strongest force on any atom	0.63	eV Å⁻¹
highest occupied orbital energy (alpha / beta)	-18.65 / -18.65	eV
total charge	+4
orbital gap (alpha / beta)	5.33 / 5.88	eV

Mulliken atomic charge list, values in e, 99 entries: V 0.3505; C -0.4822; C 0.6770; C -0.9792; C -0.8982; C -1.0474; C 1.6449; C -1.5306; C -0.0613; N 0.8411; C 0.2780; C -2.1235; C 0.9066; C -2.1334; N 1.4095; C -0.4671; C 0.0178; C -0.6603; C -0.5519; C -1.1492; C -0.7205; C 1.1041; C -1.7700; H 0.4441; H -0.6968; H 0.4668; H 0.5567; H 0.4990; H 0.5926; H 0.6084; H 0.4170; H -0.0050; H 0.4106; H 0.5283; H 0.4356; H 0.5733; H 0.4191; H 0.4106; H 0.2525; H 0.5294; H -0.1541; H 0.5341; H 0.4839; H 0.5612; H 0.5571; H 0.3674; H 0.1265; S 0.0136; Sb 1.9376; C 0.8580; C -0.6576; C -0.7335; C -0.6871; C -0.8557; C -0.2445; C 0.8344; C -0.4040; C -0.7324; C -0.6492; C -0.7813; C -0.8520; C 0.9453; C -0.5374; C -0.7569; C -0.5694; C -0.7597; C -0.7431; H 0.4905; H 0.4806; H 0.4748; H 0.4810; H 0.3302; H 0.5470; H 0.4904; H 0.4717; H 0.4672; H 0.5003; H 0.5307; H 0.4693; H 0.4459; H 0.4690; H 0.5136; C -0.8647; C -0.6854; As -0.0135; C -0.1070; C -1.3424; C -0.8214; C -1.0228; H 0.4707; H 0.3681; H -0.0067; H 0.6457; H 0.2735; H 0.1042; H 0.4268; H 0.3607; H 0.4267; H 0.3377



[2]
# C20H36O14S2

6 unconnected molecules or ions with the total composition C20H36O14S2 at a distorted geometry (wB97M-V/def2-TZVPD, the Open Molecules 2025 dataset).

Element x y z (Å)
C -1.6217 7.2770 1.2815
C -0.7989 5.9730 1.1638
C 0.4650 6.1015 0.3546
O 1.4579 5.5149 1.2395
C 0.9379 4.8716 2.2825
O 1.6559 4.2024 3.0965
O -0.3327 5.2818 2.3979
H -1.0671 7.9442 1.9414
H -2.6252 7.1079 1.6719
H -1.8308 7.7879 0.3416
H -1.4933 5.3213 0.6336
H 0.8295 7.1248 0.2652
H 0.4322 5.4872 -0.5453
C 6.7119 -1.8266 -1.6298
C 5.4229 -1.1862 -2.0348
C 5.4168 -0.6217 -3.4535
O 4.7177 -1.7869 -4.0294
C 4.1125 -2.4990 -3.1611
O 3.5738 -3.5883 -3.4265
O 4.4556 -2.1233 -2.0040
H 6.7045 -2.5024 -0.7747
H 7.4615 -1.0409 -1.5367
H 6.8717 -2.4634 -2.5000
H 5.0253 -0.5377 -1.2541
H 6.4026 -0.6330 -3.9183
H 4.9442 0.3504 -3.5944
C 1.7703 -0.4133 0.4423
C 1.5211 1.1836 0.7019
C 1.7910 2.1403 -0.5360
O 0.4793 2.6501 -0.6543
C -0.4567 2.0634 0.1926
O -1.5624 2.5604 0.3635
O 0.1463 1.3098 1.0098
H 2.7505 -0.8758 0.5577
H 1.4111 -0.8075 -0.5084
H 1.1956 -0.9529 1.1951
H 2.0736 1.5917 1.5483
H 2.0040 1.4814 -1.3777
H 2.5053 2.9621 -0.4856
C -3.4442 -0.0636 1.3235
C -4.9206 0.0342 1.1302
C -5.6748 -0.6262 0.0685
O -6.7669 -1.1945 0.7816
C -6.6617 -1.0722 2.0341
O -7.3587 -1.5600 2.9151
O -5.4654 -0.4480 2.3457
H -3.1523 0.6283 2.1135
H -2.8001 0.2279 0.4938
H -3.0326 -1.0644 1.4544
H -5.0671 1.1085 1.0182
H -4.9585 -1.4214 -0.1382
H -5.9484 -0.0885 -0.8393
C -1.6506 -2.7586 2.6635
S -0.5558 -4.2108 3.0604
O -1.4848 -5.3962 3.1300
C 0.4092 -4.1437 1.4893
H -2.3764 -2.4778 3.4266
H -2.1376 -3.0307 1.7271
H -1.0084 -1.8862 2.5426
H 0.3949 -3.1156 1.1276
H -0.1244 -4.6751 0.7013
H 1.4521 -4.4595 1.4614
C -2.1346 -4.2255 -2.2332
S -1.7532 -2.4345 -2.0691
O -1.8133 -2.0531 -0.5708
C 0.1077 -2.5232 -2.4243
H -3.1196 -4.4740 -1.8379
H -1.5753 -4.7875 -1.4853
H -2.3113 -4.6564 -3.2187
H 0.4557 -2.4787 -3.4563
H 0.4843 -3.4683 -2.0331
H 0.5342 -1.6347 -1.9586

2S+1	2
strongest force on any atom	6.62	eV Å⁻¹
highest occupied orbital energy (alpha / beta)	-12.37 / -12.36	eV
total charge	+1
orbital gap (alpha / beta)	8.95 / 4.29	eV

How positive or negative is each atom? The Mulliken charges in e answer that: C -1.5307; C 0.5782; C -0.1963; O -0.3739; C 0.7525; O -0.6439; O -0.3498; H 0.3826; H 0.3648; H 0.3662; H 0.1477; H 0.3309; H 0.2029; C -1.3820; C 0.4368; C -0.3315; O -0.3585; C 0.8385; O -0.6436; O -0.4262; H 0.3379; H 0.3724; H 0.3470; H 0.2757; H 0.2832; H 0.2668; C -0.4115; C 0.1149; C -0.2952; O -0.4288; C 0.7881; O -0.6090; O -0.3345; H 0.5305; H -0.2771; H 0.0588; H 0.5033; H 0.2018; H 0.3191; C -1.0821; C 0.5273; C -0.1993; O -0.3244; C 0.6531; O -0.5801; O -0.3806; H 0.4847; H 0.2877; H -0.1915; H 0.2229; H 0.1579; H 0.3305; C -0.6357; S 0.5964; O -0.2668; C -0.1214; H 0.5293; H 0.2123; H 0.2571; H -0.2329; H 0.1910; H 0.4969; C -0.9368; S 0.3393; O -0.4137; C -0.5596; H 0.3794; H 0.1835; H 0.4077; H 0.4890; H 0.2787; H -0.3079